[1]
A molecular structure, C5H6O2, computed with ωB97M-V/def2-TZVPD.

Cartesian coordinates (Å):
O  -0.8166  1.3460  0.8928
C  0.3605  1.2577  0.1470
C  0.9720  -0.1657  0.0497
C  0.6578  -1.1204  1.0206
O  -0.5350  -1.5685  0.7269
C  -0.5975  -0.9731  -0.5796
C  -1.4513  -0.9842  -1.5009
H  -1.5180  0.9160  0.3810
H  0.2340  1.6241  -0.8823
H  1.0890  1.8982  0.6551
H  2.0114  -0.1087  -0.2862
H  1.1894  -1.6023  1.8367
H  -1.5958  -0.5190  -2.4605

Force components x, y, z for each atom (eV/Å):
-0.19 -0.07 -0.10
0.22 0.12 -0.12
0.14 -0.02 0.13
0.03 -0.05 -0.03
0.10 0.07 0.03
-0.42 -0.04 -0.34
0.30 0.06 0.20
0.02 0.05 0.10
0.00 -0.07 0.15
-0.08 -0.11 -0.08
-0.16 -0.01 0.03
-0.04 0.08 -0.10
0.07 -0.02 0.15

Results
E_tot   -9370.6790 eV
Energy above the lowest of the compared OMol25 structures with the same formula, charge and spin   619.11 kJ/mol
LUMO level (alpha / beta)   -0.7 / -0.7 eV
Frontier orbital gap (alpha / beta)   7.028 / 7.024 eV
HOMO (alpha / beta)   -7.73 / -7.73 eV

[2]
A molecular structure, C7H11FeN3OS5Sb, computed with ωB97M-V/def2-TZVPD.

Cartesian coordinates (Å):
Fe  0.5547  0.8671  0.0576
S  -3.6573  2.5886  -0.8517
Sb  -2.2329  1.6997  0.6152
S  -1.2180  -0.2806  -0.4519
S  -0.0629  2.9601  0.2950
S  -2.3223  1.2773  2.8050
C  3.6088  0.4883  4.5434
N  2.8073  -0.0160  3.4489
C  2.0952  0.7445  2.6069
N  2.1430  2.0798  2.7125
O  1.3816  0.1822  1.7361
H  3.9543  -0.3527  5.1374
H  3.0181  1.1318  5.1986
H  4.4830  1.0358  4.1855
H  2.7226  -1.0047  3.2893
H  2.6116  2.5266  3.4794
H  1.4343  2.5953  2.1973
S  2.3226  0.3893  -1.5731
C  1.3018  0.7328  -2.9129
N  1.2639  -0.1886  -3.9071
C  0.4964  -0.0937  -5.0161
C  -0.3189  0.9825  -5.1846
C  -0.3258  1.9674  -4.1849
C  0.4762  1.8552  -3.0775
H  1.8361  -1.0108  -3.7656
H  0.5709  -0.9139  -5.7142
H  -0.9440  1.0551  -6.0609
H  -0.9777  2.8258  -4.2777
H  0.4542  2.6006  -2.2959

Force components x, y, z for each atom (eV/Å):
0.73 -0.30 0.10
-0.13 0.04 -0.01
0.05 0.18 -0.13
-0.18 -0.09 -0.04
-0.11 0.01 0.09
-0.10 0.04 0.08
-0.01 -0.01 0.01
0.07 0.00 -0.03
-0.31 0.25 0.10
0.07 -0.10 0.08
0.23 -0.18 -0.30
0.01 -0.01 -0.01
0.00 0.00 0.00
-0.01 0.01 0.00
-0.01 -0.01 0.03
-0.03 0.01 0.01
0.01 0.05 -0.03
-0.19 0.20 0.20
-0.09 -0.18 -0.15
0.01 0.10 0.04
-0.02 -0.03 0.00
0.02 -0.02 0.00
-0.02 0.01 0.00
0.01 0.01 -0.03
0.00 -0.01 0.00
0.00 0.01 -0.01
-0.01 0.01 0.01
-0.01 0.00 0.01
0.02 0.01 -0.02

Results
E_tot   -109059.1480 eV
2S+1   6
Energy above the lowest of the compared OMol25 structures with the same formula, charge and spin   45.29 kJ/mol
LUMO level (alpha / beta)   -0.8 / -1.0 eV
Frontier orbital gap (alpha / beta)   6.783 / 6.511 eV
HOMO (alpha / beta)   -7.56 / -7.55 eV

[3]
C5H9ClN2O2 in the gas phase at a distorted geometry, computed with ωB97M-V/def2-TZVPD.

Cartesian coordinates (Å):
C  -2.0788  -3.1587  0.8457
C  -1.2786  -2.0672  0.1976
Cl  -2.0068  -0.8705  -0.8220
N  -0.0135  -1.9964  0.4808
O  0.6244  -0.8502  -0.0997
C  0.5338  0.3445  0.5036
O  -0.0867  0.5786  1.5526
N  1.1209  1.4227  -0.1656
C  0.9794  2.7808  0.3749
C  1.4546  1.2256  -1.5643
H  -2.8844  -3.4812  0.1741
H  -2.5002  -2.7451  1.7693
H  -1.4328  -4.0113  1.0908
H  1.2198  2.7843  1.4645
H  1.7156  3.4141  -0.1052
H  -0.0429  3.1364  0.1915
H  0.6862  0.7384  -2.1278
H  2.3643  0.5905  -1.6747
H  1.6257  2.1647  -2.0861

Force components x, y, z for each atom (eV/Å):
-0.15 0.11 -0.48
2.29 0.51 0.44
-0.47 -0.43 0.25
-1.51 0.76 0.01
0.62 -0.51 -0.98
-1.76 3.00 2.59
1.03 -1.23 -1.46
-0.05 -1.84 -0.30
-0.07 -0.90 0.75
1.35 -0.22 -0.24
0.17 0.07 0.28
-0.04 -0.15 -0.20
-0.11 0.38 -0.07
-0.47 -0.09 -0.86
-0.01 0.08 -0.26
0.26 0.20 0.24
-0.74 -0.43 -0.13
-0.48 0.50 0.06
0.15 0.19 0.34

Results
E_tot   -24926.9141 eV
Energy above the lowest of the compared OMol25 structures with the same formula, charge and spin   0.00 kJ/mol
LUMO level   0.7 eV
Frontier orbital gap   9.788 eV
HOMO   -9.09 eV
SMILES string   C/C(Cl)=N/OC(=O)N(C)C

[4]
5 unconnected molecules or ions with the total composition C29H32BF5IO2P at a distorted geometry, computed with ωB97M-V/def2-TZVPD.

Cartesian coordinates (Å):
C  0.4865  -0.0602  1.5690
B  1.5923  -0.9208  0.7544
O  2.2131  -0.3178  -0.4187
P  1.9897  -2.7259  1.3647
C  0.8280  -3.3436  -0.0670
C  -0.5307  -4.0142  0.4802
F  -1.3511  -4.2651  -0.6902
C  3.0023  -2.0736  2.8933
C  2.6232  -2.9762  4.1696
O  1.8726  -2.5256  5.0490
I  3.4651  -5.0013  4.3249
H  0.0500  -0.7394  2.3908
H  -0.3271  0.2217  0.8094
H  0.8806  0.9049  2.0272
H  1.9653  -0.8776  -1.1885
H  1.1384  -3.4181  2.3100
H  3.1457  -3.3588  0.7894
H  0.4833  -2.4292  -0.6866
H  1.3595  -4.0744  -0.7809
H  -1.0518  -3.2179  1.1076
H  -0.3558  -4.9455  1.1109
H  2.6906  -1.0092  3.1608
H  4.1325  -2.1183  2.6770
F  -2.8915  -0.7437  1.8405
C  -3.8554  -1.6124  2.1854
C  -5.1679  -1.3532  1.8250
C  -6.1642  -2.2573  2.1787
C  -5.8364  -3.4044  2.8981
C  -4.5150  -3.6508  3.2585
C  -3.5176  -2.7525  2.8953
H  -5.4041  -0.4512  1.2724
H  -7.1929  -2.0689  1.8955
H  -6.6145  -4.1072  3.1777
H  -4.2619  -4.5422  3.8223
H  -2.4822  -2.9326  3.1601
F  5.7385  -1.4179  -0.0848
C  6.2113  -0.1703  -0.2297
C  7.3665  0.2034  0.4379
C  7.8573  1.4953  0.2806
C  7.1809  2.4004  -0.5337
C  6.0184  2.0138  -1.1946
C  5.5339  0.7191  -1.0457
H  7.8744  -0.5128  1.0733
H  8.7649  1.7968  0.7919
H  7.5620  3.4095  -0.6526
H  5.4906  2.7201  -1.8245
H  4.6356  0.3986  -1.5592
F  -8.9941  -1.3294  1.9820
C  -9.4537  -0.3912  1.1356
C  -9.3818  0.9444  1.4972
C  -9.8524  1.9151  0.6196
C  -10.3990  1.5382  -0.6044
C  -10.4703  0.1932  -0.9542
C  -9.9899  -0.7776  -0.0820
H  -8.9606  1.2178  2.4575
H  -9.7941  2.9639  0.8890
H  -10.7699  2.2960  -1.2866
H  -10.8999  -0.0992  -1.9061
H  -10.0292  -1.8289  -0.3415
F  5.1567  2.8100  -4.2081
C  5.3428  4.0442  -4.7034
C  4.6635  5.1126  -4.1401
C  4.8602  6.3916  -4.6498
C  5.7255  6.5856  -5.7234
C  6.3983  5.5039  -6.2840
C  6.2107  4.2263  -5.7679
H  3.9878  4.9410  -3.3103
H  4.3397  7.2360  -4.2118
H  5.8749  7.5831  -6.1232
H  7.0688  5.6560  -7.1227
H  6.7329  3.3739  -6.1860

Force components x, y, z for each atom (eV/Å):
-0.20 -0.64 0.04
0.21 2.20 -0.86
-1.68 -1.73 1.21
-0.22 -0.30 -0.53
-1.28 -1.07 -0.97
0.93 1.46 -0.88
0.81 -0.09 1.86
1.21 -0.68 1.84
-1.61 3.67 1.58
2.52 -2.22 -3.05
-0.30 0.67 -0.23
0.40 1.34 -1.10
1.01 -0.35 1.17
-0.42 -1.23 -0.59
0.75 0.43 0.53
0.18 0.28 -0.37
-0.54 0.20 0.33
0.37 -1.42 0.68
-0.82 1.07 0.96
0.35 -1.18 -0.77
-0.37 0.99 -1.17
0.40 -1.39 -0.18
-1.67 0.03 0.42
0.21 0.15 -0.08
-0.65 -0.55 0.22
0.03 0.13 -0.07
0.27 -0.19 0.07
0.02 0.01 -0.01
-0.18 0.18 -0.14
0.20 0.00 0.03
0.05 -0.04 0.01
0.41 -0.08 0.06
0.08 0.07 -0.03
0.02 0.09 -0.06
-0.04 0.05 0.02
-0.11 -0.30 0.07
0.31 0.84 -0.11
0.07 -0.16 0.12
-0.28 0.02 -0.20
0.04 0.01 0.04
0.22 -0.08 0.23
-0.18 -0.06 -0.14
-0.04 0.01 -0.05
-0.09 -0.06 -0.02
-0.04 -0.10 0.01
0.05 -0.13 0.05
0.03 0.00 0.09
-0.32 0.00 0.13
-0.34 0.64 -0.57
0.11 0.00 0.20
-0.07 -0.29 -0.18
-0.01 0.05 0.00
0.11 0.17 0.23
0.02 -0.22 0.01
-0.01 -0.05 -0.04
0.00 -0.11 0.01
0.04 -0.08 0.07
0.06 -0.01 0.10
0.00 0.04 0.05
-0.05 -0.14 0.01
0.11 0.74 -0.31
-0.09 -0.07 0.16
0.20 -0.18 -0.21
-0.02 0.06 0.01
-0.20 0.04 0.23
0.07 -0.18 -0.05
0.04 -0.03 -0.04
0.02 -0.11 -0.02
-0.01 -0.11 0.04
-0.05 -0.05 0.09
-0.06 0.01 0.04

Results
E_tot   -66337.4076 eV
LUMO level   0.2 eV
Frontier orbital gap   8.498 eV
HOMO   -8.33 eV
SMILES string   CB(O)[PH2](CCF)CC(=O)I.Fc1ccccc1.Fc1ccccc1.Fc1ccccc1.Fc1ccccc1

[5]
9 unconnected molecules or ions with the total composition C4H25NO9S at a distorted geometry, computed with ωB97M-V/def2-TZVPD.

Cartesian coordinates (Å):
C  0.4856  1.2208  2.0045
N  0.3301  1.2818  0.5335
C  -0.0761  0.2347  -0.2187
O  -0.1656  0.4294  -1.4416
C  -0.6462  -0.9733  0.4784
C  -1.4405  -1.8003  -0.5431
S  -3.0765  -2.4598  0.2073
H  -0.4269  1.7799  2.2402
H  0.5182  0.2282  2.4500
H  1.4486  1.5867  2.3490
H  0.8126  2.0288  0.0288
H  -1.3593  -0.6094  1.2303
H  0.1591  -1.4969  1.0327
H  -1.6848  -1.3337  -1.4875
H  -0.7727  -2.6516  -0.6897
H  -2.4480  -3.4420  0.8830
O  -0.2304  2.7679  -2.6063
H  0.0063  1.8212  -2.5450
H  -1.1744  2.7030  -2.3459
O  0.2320  -3.7928  2.1959
H  0.3414  -4.3307  1.4079
H  0.9522  -3.1365  2.2047
O  -2.6323  1.8860  -1.7693
H  -2.4844  1.6076  -0.8339
H  -3.2988  2.5703  -1.7256
O  3.5275  -0.8473  -0.0484
H  4.1714  -0.4084  -0.6182
H  2.7383  -0.6166  -0.5631
O  2.0619  -1.7194  2.0725
H  2.7805  -1.5529  1.4327
H  2.1611  -1.0243  2.7240
O  1.3864  3.6536  -0.7372
H  0.5937  3.7011  -1.3251
H  2.1497  3.4953  -1.2997
O  -2.9698  1.5294  0.8710
H  -3.7591  1.9014  0.4705
H  -3.2053  0.6422  1.1681
O  1.8887  -1.5313  -2.2277
H  1.0746  -1.0255  -2.2059
H  2.0314  -2.3166  -2.7534

Force components x, y, z for each atom (eV/Å):
-0.77 0.28 -0.97
1.45 -1.93 0.47
-0.52 2.12 0.27
0.60 -1.64 -0.19
-0.54 0.68 -0.31
-0.08 -1.58 1.57
1.51 0.25 -0.63
0.66 0.01 1.54
-0.79 -0.20 -0.56
-0.18 1.00 -0.23
-0.19 0.23 0.10
0.39 0.04 0.03
-0.71 0.02 -0.58
0.08 0.32 0.13
-0.62 -0.29 -0.65
-0.24 0.20 0.10
-0.51 0.13 -0.46
0.07 0.53 0.23
0.39 -0.04 -0.24
-0.23 0.04 0.10
0.20 0.04 0.01
-0.05 -0.27 -0.14
-0.05 -0.28 0.36
0.07 0.20 -0.71
-0.30 0.23 -0.06
-0.01 0.80 -0.51
0.49 -0.26 0.40
-0.26 -0.63 0.10
0.38 0.01 -0.04
-0.11 -0.04 0.00
0.06 0.02 0.23
-0.11 0.31 0.57
0.79 -0.48 -0.18
-0.24 0.10 -0.23
0.24 -0.06 0.24
-0.35 -0.07 0.30
-0.17 -0.05 -0.02
1.45 0.52 1.06
-0.82 -0.45 -0.83
-1.00 0.21 -0.28

Results
E_tot   -35306.9238 eV
Energy above the lowest of the compared OMol25 structures with the same formula, charge and spin   129.65 kJ/mol
LUMO level   0.2 eV
Frontier orbital gap   9.409 eV
HOMO   -9.24 eV
SMILES string   CNC(=O)CCS.O.O.O.O.O.O.O.O

[6]
C5H8F2 in the gas phase at a distorted geometry, computed with ωB97M-V/def2-TZVPD.

Cartesian coordinates (Å):
F  -1.5242  -1.6247  -0.3493
C  -1.1138  -0.7959  0.7617
C  -0.1169  -0.1488  -0.0090
C  1.0350  -0.8714  -0.7255
F  2.0641  -1.2516  0.3696
C  0.6754  1.1604  0.3525
C  -0.5977  1.1075  -0.4742
H  -2.0864  -0.1448  0.8452
H  -0.8360  -1.3430  1.8505
H  1.6085  -0.0716  -1.2880
H  0.9404  -1.9491  -1.2788
H  0.3726  1.4028  1.4987
H  1.6867  1.3454  -0.0097
H  -1.5989  1.6577  -0.0368
H  -0.5087  1.5271  -1.5068

Force components x, y, z for each atom (eV/Å):
-0.81 -1.47 1.43
-3.12 -2.07 2.38
5.15 1.23 -0.61
1.53 -2.37 0.22
-1.96 0.67 -1.79
-3.61 0.36 4.69
-1.21 5.52 -2.32
2.19 -1.12 0.75
-0.74 0.93 -3.39
-0.90 -1.55 0.04
-0.18 2.97 1.28
1.48 -0.05 -2.81
-0.60 -0.12 0.26
2.68 -1.95 -0.78
0.08 -0.97 0.64

Results
E_tot   -10745.2815 eV
Energy above the lowest of the compared OMol25 structures with the same formula, charge and spin   394.85 kJ/mol
LUMO level   0.9 eV
Frontier orbital gap   10.984 eV
HOMO   -10.10 eV
SMILES string   FCC1(CF)CC1